Computed, not measured: a 2-piece molecular cluster, C3H9NO2 overall in a non-equilibrium geometry, with the ωB97M-V functional and the def2-TZVPD basis.

Each atom is followed by the atoms it is bonded to, with distances in Å.
Geometry (Å):
1 C 2.2828 0.4086 -0.0120  N2 1.471, H6 1.103, H7 1.095, H8 1.088
2 N 1.2502 -0.6139 -0.2429  C1 1.471, H4 1.007, H5 1.009
3 H -2.6500 -1.9489 0.1999  O11 0.978
4 H 1.7542 -1.4642 -0.4363  N2 1.007
5 H 0.6465 -0.7605 0.5520  N2 1.009
6 H 3.0521 0.4575 -0.8004  C1 1.103
7 H 2.8231 0.2012 0.9175  C1 1.095
8 H 1.8413 1.3926 -0.1545  C1 1.088
9 C -1.4563 0.9628 0.2184  C10 1.546, H13 1.091, H14 1.085, H15 1.086
10 C -1.7592 -0.3527 -0.5362  C9 1.546, O11 1.428, O12 1.186
11 O -2.1233 -1.2038 0.5511  H3 0.978, C10 1.428
12 O -1.5511 -0.8763 -1.5803  C10 1.186
13 H -2.2091 1.7422 0.0953  C9 1.091
14 H -0.4732 1.3359 -0.0476  C9 1.085
15 H -1.4281 0.7193 1.2759  C9 1.086

Results
Frontier orbital gap, eV: 10.10
Max |F|, eV/A: 3.49
E_tot, eV: -8841.412
HOMO level, Eh: -0.341
Energy above the lowest of the compared OMol25 structures with the same formula, charge and spin, kJ/mol: 148.9

=====

Computed, not measured: a 16-piece molecular cluster, C39H64Cl46N7O8S overall in a non-equilibrium geometry, with the ωB97M-V functional and the def2-TZVPD basis.

Each atom is followed by the atoms it is bonded to, with distances in Å.
Geometry (Å):
1 C 1.9602 1.0355 4.2781  C2 1.540, H42 1.095, H43 1.087, H44 1.097
2 C 0.7519 1.5368 3.4662  C1 1.540, O3 1.418, H45 1.096, H46 1.104
3 O 1.1280 2.0547 2.2013  C2 1.418, C4 1.434
4 C 1.6372 0.9970 1.3777  O3 1.434, C5 1.529, H47 1.096, H48 1.091
5 C 1.0130 1.2434 0.0034  C4 1.529, O6 1.436, H49 1.095, H50 1.097
6 O 1.4569 0.3640 -1.0418  C5 1.436, C7 1.376
7 C 0.6038 -0.6743 -1.3386  O6 1.376, N8 1.522, C38 1.557, H51 1.098
8 N 0.5475 -1.7534 -0.2668  C7 1.522, C9 1.505, C15 1.505, H52 1.032
9 C 1.5283 -2.8433 -0.6051  N8 1.505, C10 1.539, H53 1.086, H54 1.097
10 C 2.9834 -2.3438 -0.5757  C9 1.539, O11 1.197, N12 1.433
11 O 3.7055 -2.5999 -1.4958  C10 1.197
12 N 3.4023 -1.5771 0.5606  C10 1.433, C13 1.492, C14 1.499
13 C 4.3708 -0.5686 0.0398  N12 1.492, H55 1.093, H56 1.092, H57 1.096
14 C 4.1737 -2.4517 1.5023  N12 1.499, H58 1.097, H59 1.092, H60 1.089
15 C -0.8028 -2.2536 0.1708  N8 1.505, C16 1.541, C24 1.557, H61 1.098
16 C -1.1430 -3.7048 -0.2196  C15 1.541, C17 1.538, H62 1.098, H63 1.093
17 C -1.3613 -4.0405 -1.7044  C16 1.538, C18 1.564, H64 1.094, H65 1.095
18 C -1.8237 -5.5343 -1.7516  C17 1.564, C19 1.553, H66 1.094, H67 1.095
19 C -1.2541 -6.2984 -2.9774  C18 1.553, S20 1.799, H68 1.092, H69 1.092
20 S 0.2155 -7.2319 -2.5258  C19 1.799, O21 1.442, O22 1.437, O23 1.618
21 O -0.1701 -8.6038 -2.3057  S20 1.442
22 O 1.2160 -7.0461 -3.5410  S20 1.437
23 O 0.7877 -6.5612 -1.1690  S20 1.618, H70 0.972
24 C -1.9569 -1.2149 0.0484  C15 1.557, C25 1.594, C33 1.545, N37 1.463
25 C -1.8393 -0.2874 1.3400  C24 1.594, C26 1.539, H71 1.094, H72 1.101
26 C -2.5144 1.0916 1.2421  C25 1.539, C27 1.550, H73 1.103, H74 1.094
27 C -4.0637 1.0397 1.2152  C26 1.550, C28 1.552, H75 1.092, H76 1.099
28 C -4.6190 2.4574 1.5169  C27 1.552, N29 1.466, H77 1.104, H78 1.093
29 N -5.9540 2.6287 0.9349  C28 1.466, C30 1.432, H79 1.016
30 C -5.9282 2.8051 -0.4859  N29 1.432, N31 1.268, N32 1.445
31 N -6.4643 1.9557 -1.2594  C30 1.268, H80 1.017
32 N -5.2826 3.9488 -1.0888  C30 1.445, H81 1.019, H82 1.017
33 C -3.3531 -1.8744 -0.0020  C24 1.545, C34 1.525, H83 1.099, H84 1.093
34 C -3.8097 -2.4916 1.3157  C33 1.525, O35 1.196, O36 1.372
35 O -3.0985 -2.9647 2.1534  C34 1.196
36 O -5.1618 -2.4684 1.5460  C34 1.372, H85 0.968
37 N -1.8800 -0.2975 -1.0890  C24 1.463, C38 1.419, H86 1.006
38 C -0.7669 -0.2885 -1.9691  C7 1.557, N37 1.419, Cl39 1.843, C40 1.581
39 Cl -0.6903 1.4359 -2.6149  C38 1.843
40 C -0.9794 -1.1130 -3.3018  C38 1.581, N41 1.465, H87 1.093, H88 1.098
41 N -2.4031 -1.3091 -3.5841  C40 1.465, H89 1.011, H90 1.010
42 H 2.7611 1.7788 4.2013  C1 1.095
43 H 1.7088 0.8695 5.3226  C1 1.087
44 H 2.3324 0.0828 3.8810  C1 1.097
45 H 0.2771 2.3200 4.0681  C2 1.096
46 H -0.0138 0.7485 3.3648  C2 1.104
47 H 1.3265 0.0580 1.8509  C4 1.096
48 H 2.7197 1.1287 1.3393  C4 1.091
49 H -0.0805 1.2971 0.0406  C5 1.095
50 H 1.3189 2.2562 -0.2872  C5 1.097
51 H 1.1130 -1.1651 -2.1791  C7 1.098
52 H 0.9895 -1.3334 0.5662  N8 1.032
53 H 1.3427 -3.2796 -1.5817  C9 1.086
54 H 1.4980 -3.5771 0.2103  C9 1.097
55 H 5.3372 -1.0189 -0.2004  C13 1.093
56 H 3.9618 -0.0346 -0.8203  C13 1.092
57 H 4.5293 0.1859 0.8188  C13 1.096
58 H 4.4703 -3.3727 0.9845  C14 1.097
59 H 3.6248 -2.6947 2.4148  C14 1.092
60 H 5.0843 -1.9416 1.8135  C14 1.089
61 H -0.7147 -2.3631 1.2599  C15 1.098
62 H -0.3969 -4.4208 0.1494  C16 1.098
63 H -2.0445 -4.0400 0.2999  C16 1.093
64 H -2.1587 -3.4703 -2.1898  C17 1.094
65 H -0.4657 -3.9988 -2.3328  C17 1.095
66 H -1.4559 -6.0339 -0.8501  C18 1.094
67 H -2.9162 -5.6102 -1.7444  C18 1.095
68 H -2.0314 -6.9853 -3.3198  C19 1.092
69 H -1.0548 -5.6066 -3.7987  C19 1.092
70 H 1.1654 -7.2688 -0.6204  O23 0.972
71 H -2.1666 -0.7892 2.2555  C25 1.094
72 H -0.7533 -0.1512 1.4595  C25 1.101
73 H -2.2525 1.6337 2.1665  C26 1.103
74 H -2.1389 1.7297 0.4374  C26 1.094
75 H -4.4695 0.2982 1.9067  C27 1.092
76 H -4.3656 0.8584 0.1741  C27 1.099
77 H -3.9093 3.1906 1.0968  C28 1.104
78 H -4.6832 2.5839 2.6006  C28 1.093
79 H -6.4283 3.4434 1.3147  N29 1.016
80 H -6.8739 1.2101 -0.7012  N31 1.017
81 H -4.4002 3.5813 -1.4417  N32 1.019
82 H -5.8256 4.1078 -1.9339  N32 1.017
83 H -3.4239 -2.6627 -0.7644  C33 1.099
84 H -4.1197 -1.1541 -0.2974  C33 1.093
85 H -5.5974 -2.5974 0.6912  O36 0.968
86 H -2.7584 -0.0563 -1.5169  N37 1.006
87 H -0.4103 -2.0465 -3.3180  C40 1.093
88 H -0.5801 -0.5314 -4.1426  C40 1.098
89 H -2.7854 -0.4926 -4.0423  N41 1.011
90 H -2.5280 -2.1259 -4.1651  N41 1.010
91 C 4.8366 4.3219 3.2455  Cl92 1.761, Cl93 1.769, Cl94 1.764, H95 1.082
92 Cl 6.2589 4.4274 4.2775  C91 1.761
93 Cl 4.6066 2.6594 2.6878  C91 1.769
94 Cl 3.4017 4.8955 4.0957  C91 1.764
95 H 4.9934 4.9515 2.3792  C91 1.082
96 C -1.4330 -8.3387 1.4010  Cl97 1.772, Cl98 1.757, Cl99 1.768, H100 1.085
97 Cl 0.0852 -7.6654 2.0199  C96 1.772
98 Cl -2.1460 -9.4412 2.5690  C96 1.757
99 Cl -2.5632 -7.0423 0.9910  C96 1.768
100 H -1.2143 -8.8940 0.4954  C96 1.085
101 C 1.8652 1.9962 -5.8738  Cl102 1.766, Cl103 1.776, Cl104 1.763, H105 1.083
102 Cl 2.4795 0.5976 -4.9887  C101 1.766
103 Cl 0.0954 1.9313 -6.0013  C101 1.776
104 Cl 2.3943 3.5002 -5.1212  C101 1.763
105 H 2.2685 1.9672 -6.8788  C101 1.083
106 C -0.1285 4.3952 -8.0389  Cl107 1.764, Cl108 1.766, Cl109 1.768, H110 1.096
107 Cl -1.8908 4.4199 -8.1152  C106 1.764
108 Cl 0.5556 3.9421 -9.6023  C106 1.766
109 Cl 0.5030 5.9634 -7.5199  C106 1.768
110 H 0.1676 3.6279 -7.3141  C106 1.096
111 C -9.4380 -1.1516 -1.2121  Cl112 1.783, Cl113 1.761, Cl114 1.759, H115 1.082
112 Cl -7.8850 -1.4905 -0.4042  C111 1.783
113 Cl -10.7843 -1.5935 -0.1657  C111 1.761
114 Cl -9.5582 0.5299 -1.7146  C111 1.759
115 H -9.4833 -1.7686 -2.0995  C111 1.082
116 C -5.6605 -8.3698 -1.0069  Cl117 1.765, Cl118 1.760, Cl119 1.772, H120 1.082
117 Cl -4.1039 -8.7824 -1.7303  C116 1.765
118 Cl -5.8619 -9.1815 0.5416  C116 1.760
119 Cl -5.8127 -6.6146 -0.8180  C116 1.772
120 H -6.4440 -8.7059 -1.6734  C116 1.082
121 C -1.1615 5.0894 -3.0522  Cl122 1.769, Cl123 1.768, Cl124 1.762, H125 1.084
122 Cl -2.0005 3.8859 -2.0630  C121 1.769
123 Cl -0.8017 4.4153 -4.6468  C121 1.768
124 Cl -2.1082 6.5689 -3.1930  C121 1.762
125 H -0.2244 5.3308 -2.5644  C121 1.084
126 C 6.2067 -1.7685 5.1449  Cl127 1.768, Cl128 1.767, Cl129 1.760, H130 1.082
127 Cl 5.0402 -0.5804 4.5505  C126 1.768
128 Cl 6.2269 -3.1827 4.0855  C126 1.767
129 Cl 7.8133 -1.0599 5.2702  C126 1.760
130 H 5.8959 -2.0849 6.1321  C126 1.082
131 C 8.0381 7.9222 5.8026  Cl132 1.764, Cl133 1.767, Cl134 1.762, H135 1.082
132 Cl 6.2959 7.8837 5.5296  C131 1.764
133 Cl 8.9066 7.8534 4.2655  C131 1.767
134 Cl 8.5004 9.3531 6.7214  C131 1.762
135 H 8.3090 7.0472 6.3790  C131 1.082
136 C -9.5268 2.0103 2.3938  Cl137 1.763, Cl138 1.765, Cl139 1.771, H140 1.082
137 Cl -10.8374 2.4491 1.2995  C136 1.763
138 Cl -8.3955 0.9048 1.6109  C136 1.765
139 Cl -8.6944 3.4614 2.9743  C136 1.771
140 H -9.9560 1.5059 3.2495  C136 1.082
141 C 0.1256 -2.6832 4.8312  Cl142 1.758, Cl143 1.762, Cl144 1.780, H145 1.083
142 Cl 0.6967 -4.1933 5.5274  C141 1.758
143 Cl 0.4643 -1.3245 5.9014  C141 1.762
144 Cl 0.8757 -2.4199 3.2386  C141 1.780
145 H -0.9463 -2.7542 4.6925  C141 1.083
146 C 12.1046 11.2099 -0.3506  Cl147 1.767, Cl148 1.764, Cl149 1.765, H150 1.081
147 Cl 11.5268 10.5707 -1.8931  C146 1.767
148 Cl 13.8531 11.4383 -0.3872  C146 1.764
149 Cl 11.2872 12.7227 0.0478  C146 1.765
150 H 11.8742 10.4890 0.4219  C146 1.081
151 C 3.2092 7.4068 -3.6527  Cl152 1.771, Cl153 1.767, Cl154 1.763, H155 1.083
152 Cl 3.6938 5.7622 -3.2110  C151 1.771
153 Cl 1.5771 7.7419 -3.0649  C151 1.767
154 Cl 4.3405 8.6147 -3.0460  C151 1.763
155 H 3.2008 7.4720 -4.7334  C151 1.083
156 C -1.4023 -13.1448 4.7031  Cl157 1.762, Cl158 1.765, Cl159 1.767, H160 1.082
157 Cl -1.7796 -14.7448 5.3377  C156 1.762
158 Cl -0.8447 -13.2498 3.0313  C156 1.765
159 Cl -2.8050 -12.0773 4.8261  C156 1.767
160 H -0.6042 -12.7229 5.2997  C156 1.082
161 C 7.2593 11.3199 -2.8955  Cl162 1.762, Cl163 1.769, Cl164 1.766, H165 1.082
162 Cl 8.4569 12.3953 -2.1796  C161 1.762
163 Cl 6.1030 10.7545 -1.6818  C161 1.769
164 Cl 6.4114 12.1302 -4.2153  C161 1.766
165 H 7.7718 10.4576 -3.3021  C161 1.082

Results
Total charge: +1
Frontier orbital gap, eV: 9.10
Max |F|, eV/A: 2.87
E_tot, eV: -655148.658
HOMO level, Eh: -0.404
Energy above the lowest of the compared OMol25 structures with the same formula, charge and spin, kJ/mol: 0.0

=====

Computed, not measured: one molecule with the formula C6H8N2O4 in a non-equilibrium geometry, with the ωB97M-V functional and the def2-TZVPD basis.

Each atom is followed by the atoms it is bonded to, with distances in Å.
Geometry (Å):
1 C 0.1520 -0.2244 0.0684  C3 1.572, C4 1.562, N7 1.398, H13 1.089
2 C 2.4968 -0.0825 -0.6546  C4 1.519, N8 1.269, H14 1.082
3 C -1.1245 0.2025 0.8813  C1 1.572, O10 1.195, O12 1.359
4 C 1.1313 0.5451 -0.8744  C1 1.562, C2 1.519, H15 1.076, H16 1.005
5 C -0.9356 -1.3636 -1.8472  N7 1.195, O11 1.169
6 C -2.9437 1.6493 1.2423  O12 1.443, H17 1.108, H18 1.060, H19 1.065
7 N -0.5619 -1.1137 -0.7402  C1 1.398, C5 1.195
8 N 2.6508 -1.0410 0.1621  C2 1.269, O9 1.354
9 O 3.8362 -1.6818 0.2900  N8 1.354, H20 0.955
10 O -1.3774 -0.5342 1.7879  C3 1.195
11 O -1.5625 -1.7066 -2.7726  C5 1.169
12 O -1.8109 1.2830 0.4263  C3 1.359, C6 1.443
13 H 0.6612 -0.7819 0.8527  C1 1.089
14 H 3.3794 0.1976 -1.2133  C2 1.082
15 H 0.9169 0.2272 -1.8797  C4 1.076
16 H 1.0277 1.5430 -0.8243  C4 1.005
17 H -2.6090 2.6401 1.6080  C6 1.108
18 H -2.9802 0.8949 1.9860  C6 1.060
19 H -3.8414 1.7438 0.6775  C6 1.065
20 H 3.4946 -2.3967 0.8238  O9 0.955

Results
Frontier orbital gap, eV: 10.48
Max |F|, eV/A: 4.38
E_tot, eV: -17518.434
HOMO level, Eh: -0.361
Energy above the lowest of the compared OMol25 structures with the same formula, charge and spin, kJ/mol: 481.4

=====

Which of these has the highest energy above the lowest of the compared OMol25 structures with the same formula, charge and spin? C6H8N2O4